No. 1
{"formula": "C43H45ClFN4OP2SScSi", "method": "ωB97M-V with the def2-TZVPD basis set", "symbols": ["Sc", "N", "C", "S", "N", "N", "C", "C", "C", "C", "C", "C", "C", "O", "H", "H", "H", "H", "H", "H", "H", "C", "Si", "C", "C", "N", "C", "C", "C", "C", "C", "C", "F", "H", "H", "H", "H", "H", "H", "H", "H", "H", "H", "H", "H", "H", "Cl", "C", "C", "C", "C", "C", "C", "P", "C", "C", "C", "C", "C", "C", "C", "C", "C", "C", "C", "C", "H", "H", "H", "H", "H", "H", "H", "H", "H", "H", "H", "H", "H", "H", "C", "P", "C", "C", "C", "C", "C", "C", "C", "H", "H", "H", "H", "H", "H", "H", "H", "H", "H", "H"], "xyz": [[0.15312, -0.65692, 1.26437], [1.07882, -2.54652, 4.87647], [1.15742, -2.33032, 3.53797], [-0.13768, -2.94212, 2.55837], [2.21022, -1.73582, 3.06247], [2.15532, -1.47092, 1.71807], [3.18862, -1.76982, 1.00907], [3.20322, -1.67242, -0.42173], [4.32862, -2.11982, -1.12473], [4.34252, -2.17832, -2.49863], [3.22492, -1.74922, -3.20613], [2.11082, -1.29092, -2.54273], [2.04512, -1.25472, -1.13753], [0.93942, -0.87492, -0.53113], [0.48602, -3.30602, 5.17037], [1.91472, -2.36812, 5.40997], [4.06002, -2.20062, 1.51097], [5.18812, -2.45282, -0.55793], [5.21002, -2.55322, -3.01773], [3.22362, -1.77222, -4.28723], [1.24942, -0.96172, -3.10223], [-3.18938, -1.80312, 2.27507], [-2.61538, -0.46192, 3.50077], [-2.36488, -1.24282, 5.23277], [-4.14678, 0.69918, 3.53107], [-1.13638, 0.19648, 2.85197], [-0.56258, 1.25688, 3.46537], [-1.07298, 1.99238, 4.55827], [-0.39628, 3.06358, 5.09377], [0.83372, 3.47998, 4.59817], [1.38282, 2.79668, 3.52587], [0.67282, 1.74228, 3.00887], [1.19352, 1.05408, 1.87807], [-4.26858, -1.80112, 2.16197], [-2.88808, -2.79462, 2.59007], [-2.74018, -1.62172, 1.29707], [-3.26138, -1.75912, 5.56267], [-2.10508, -0.50592, 5.98717], [-1.55848, -1.96882, 5.19917], [-4.99528, 0.14818, 3.92317], [-4.41358, 1.02368, 2.53027], [-4.02658, 1.58648, 4.13997], [-2.02128, 1.69458, 4.96747], [-0.83508, 3.59248, 5.92677], [1.34952, 4.32088, 5.03307], [2.33392, 3.07448, 3.09737], [-2.30298, 1.66888, 0.48597], [-3.55118, 0.91178, -0.44403], [-4.80248, 1.49348, -0.55583], [-5.76008, 0.88648, -1.35243], [-5.46398, -0.28352, -2.03243], [-4.21878, -0.86902, -1.89313], [-3.25248, -0.29002, -1.08083], [-1.51868, -0.89652, -0.89473], [-1.68598, -2.68802, -1.21553], [-0.63468, -3.41732, -1.77003], [-0.73828, -4.79002, -1.90873], [-1.87478, -5.45342, -1.48193], [-2.90648, -4.74302, -0.89433], [-2.81178, -3.37122, -0.75583], [-1.06268, -0.18262, -2.52303], [-0.60188, 1.12998, -2.56043], [-0.33228, 1.74208, -3.77243], [-0.50428, 1.04218, -4.95593], [-0.96798, -0.26252, -4.92423], [-1.26278, -0.86822, -3.71563], [-5.02128, 2.41248, -0.03643], [-6.73938, 1.33248, -1.44373], [-6.20178, -0.74322, -2.67363], [-3.98778, -1.78912, -2.40893], [0.26572, -2.91542, -2.09293], [0.07652, -5.34642, -2.34813], [-1.94978, -6.52352, -1.59223], [-3.78718, -5.25442, -0.53663], [-3.62108, -2.83362, -0.28513], [-0.43128, 1.66748, -1.63653], [0.01842, 2.76488, -3.79493], [-0.27228, 1.50998, -5.90103], [-1.09948, -0.81522, -5.84363], [-1.62308, -1.88642, -3.70093], [1.58752, 3.56008, 0.11567], [2.35292, 1.97408, -0.49933], [3.80412, 1.77138, 0.65347], [3.31082, 2.71938, -1.88763], [4.20642, 3.77098, -1.72583], [4.94072, 4.24068, -2.79843], [4.78032, 3.67148, -4.05183], [3.88102, 2.63498, -4.22683], [3.15462, 2.15868, -3.14933], [2.32472, 4.27438, 0.48007], [0.86812, 3.35478, 0.90647], [1.04732, 3.99958, -0.72333], [4.08442, 2.70448, 1.14007], [4.64102, 1.40648, 0.05867], [3.57832, 1.01968, 1.40747], [4.34372, 4.22718, -0.75623], [5.64362, 5.05038, -2.65983], [5.35802, 4.03948, -4.88713], [3.75442, 2.19098, -5.20463], [2.46592, 1.33568, -3.27793]], "forces_ev_per_angstrom": [[-0.48, -1.34, 0.74], [0.08, -0.01, 0.21], [0.09, -0.25, -0.60], [-0.25, 0.12, -0.47], [0.66, 0.38, 0.96], [0.09, -0.43, -0.47], [-0.44, -0.01, 0.74], [-0.51, 0.23, -0.55], [-0.13, 0.01, 0.14], [0.16, 0.02, -0.06], [0.10, -0.02, 0.06], [-0.24, 0.15, 0.19], [0.68, -0.21, -0.14], [0.66, -0.34, -0.56], [0.07, 0.14, 0.02], [0.01, -0.04, 0.01], [-0.14, 0.11, 0.02], [0.07, -0.02, 0.04], [0.11, -0.01, -0.06], [0.01, -0.01, -0.07], [-0.06, 0.05, -0.04], [0.28, 0.32, 0.40], [-0.69, -0.82, -0.15], [-0.03, 0.43, -0.65], [0.80, -0.14, 0.13], [0.06, -0.31, -0.11], [0.48, 0.40, -0.04], [0.13, -0.13, -0.22], [0.12, 0.19, 0.14], [-0.07, 0.00, 0.06], [0.05, -0.26, -0.27], [-0.22, 0.33, 0.40], [-0.06, 0.63, 0.66], [-0.26, 0.12, -0.08], [0.09, -0.19, 0.04], [-0.09, 0.01, 0.05], [-0.26, -0.04, 0.00], [0.02, 0.16, 0.13], [0.13, -0.06, -0.13], [-0.14, -0.24, 0.13], [0.04, 0.02, -0.26], [0.00, 0.25, 0.15], [-0.17, 0.00, 0.16], [-0.05, 0.05, 0.09], [0.07, 0.05, 0.02], [0.07, 0.00, -0.06], [-0.26, 0.79, 0.10], [-0.18, -0.43, -0.29], [0.01, 0.10, 0.03], [0.03, 0.04, 0.07], [-0.02, -0.09, -0.07], [-0.03, 0.08, 0.08], [0.16, -0.01, 0.45], [-1.18, -0.26, -0.94], [0.03, 0.04, 0.20], [-0.06, 0.12, 0.02], [0.10, -0.04, -0.06], [-0.02, -0.06, 0.04], [-0.02, -0.06, 0.01], [0.04, 0.06, -0.02], [0.26, 0.04, 0.20], [0.08, -0.04, 0.09], [-0.04, 0.08, -0.03], [0.05, 0.03, -0.05], [-0.01, -0.03, -0.09], [0.01, -0.06, 0.14], [0.01, 0.12, 0.07], [-0.05, 0.06, 0.00], [-0.07, -0.02, -0.02], [-0.03, -0.04, -0.10], [0.01, 0.01, -0.04], [0.08, -0.02, -0.03], [-0.01, -0.14, -0.02], [-0.09, -0.06, 0.03], [-0.03, -0.01, 0.00], [0.00, 0.00, -0.03], [0.06, 0.03, 0.02], [0.01, 0.06, -0.08], [-0.03, -0.02, -0.07], [-0.04, -0.07, -0.02], [-0.02, -0.41, -0.05], [0.60, 0.91, -0.11], [-0.33, -0.21, -0.05], [-0.25, -0.26, 0.02], [0.02, 0.02, 0.00], [0.07, 0.10, 0.01], [0.02, 0.03, -0.09], [0.08, 0.00, -0.22], [-0.02, 0.01, 0.08], [0.03, 0.06, -0.01], [-0.01, 0.07, 0.03], [-0.01, 0.06, -0.01], [0.07, 0.06, 0.00], [0.03, 0.01, 0.02], [0.03, 0.07, 0.11], [0.01, 0.03, 0.13], [0.03, 0.06, 0.01], [0.04, 0.02, -0.08], [-0.02, -0.04, -0.06], [-0.04, -0.06, -0.02]], "lowdin_charge": [0.7235, 0.0735, -0.8817, 0.6512, -0.0071, -0.1370, -0.0517, -0.1429, -0.0381, -0.0904, -0.0702, -0.0371, -0.3456, -0.3357, 0.0787, 0.0979, 0.1395, 0.1118, 0.0984, 0.1079, 0.0925, -0.2060, 0.4351, -0.1515, -0.1653, -0.1929, -0.3507, -0.0359, -0.0885, -0.0974, -0.0304, -0.1728, -0.1107, 0.0368, -0.0014, -0.0431, 0.0257, 0.0192, -0.0099, 0.0270, -0.0012, 0.0122, 0.0749, 0.1039, 0.0980, 0.1125, 0.7725, -0.6246, -0.0953, -0.0734, -0.0686, -0.0801, -0.3599, 1.0589, -0.3432, -0.0774, -0.0652, -0.0789, -0.0673, -0.1098, -0.3386, -0.1047, -0.0793, -0.0795, -0.0749, -0.0920, 0.1074, 0.1062, 0.1057, 0.1066, 0.0902, 0.1073, 0.1024, 0.1066, 0.0909, 0.0620, 0.1086, 0.1028, 0.1048, 0.1053, -0.2606, 0.9836, -0.2562, -0.3838, -0.1022, -0.0872, -0.0943, -0.0849, -0.1075, 0.0350, 0.0095, 0.0394, 0.0331, 0.0444, 0.0122, 0.0958, 0.1012, 0.0995, 0.1014, 0.0715], "total_energy_ev": -126565.5847}


No. 2
{"formula": "C43H45N3O2P2PtS5", "method": "ωB97M-V with the def2-TZVPD basis set", "symbols": ["Pt", "C", "C", "P", "C", "C", "C", "C", "C", "C", "C", "C", "C", "C", "C", "C", "P", "C", "C", "C", "C", "C", "C", "C", "C", "C", "C", "C", "C", "H", "H", "H", "H", "H", "H", "H", "H", "H", "H", "H", "H", "H", "H", "H", "H", "H", "H", "H", "H", "H", "H", "H", "H", "S", "S", "S", "S", "C", "C", "C", "C", "C", "N", "C", "O", "N", "C", "C", "C", "C", "N", "C", "C", "C", "H", "H", "H", "H", "H", "H", "H", "H", "H", "H", "H", "H", "H", "O", "S", "C", "C", "C", "C", "H", "H", "H", "H", "H", "H", "H", "H"], "xyz": [[-0.16300, 1.40795, -0.09164], [1.32154, 3.83859, -1.79074], [2.50012, 2.91425, -1.51941], [2.02598, 1.88666, -0.07887], [2.21729, 2.96239, 1.36636], [3.15372, 3.99466, 1.38687], [3.29114, 4.78903, 2.51338], [2.50658, 4.55225, 3.63413], [1.59830, 3.50477, 3.63473], [1.45743, 2.71296, 2.50699], [3.36739, 0.68498, 0.01402], [3.58176, -0.15904, -1.07560], [4.68417, -0.99527, -1.09631], [5.58305, -0.98174, -0.03552], [5.36384, -0.15252, 1.05205], [4.24701, 0.67225, 1.08926], [-0.11834, 2.70497, -1.89940], [-1.48260, 3.75332, -2.43288], [-1.67795, 5.00526, -1.84954], [-2.74759, 5.79188, -2.24044], [-3.62474, 5.33905, -3.21634], [-3.43257, 4.09682, -3.80401], [-2.37125, 3.29975, -3.40571], [0.26293, 1.63467, -3.30655], [0.46929, 2.23242, -4.55313], [0.75462, 1.45293, -5.65971], [0.82358, 0.06944, -5.53460], [0.61839, -0.52685, -4.30117], [0.33947, 0.25267, -3.18742], [1.40946, 4.40012, -2.72186], [1.16903, 4.55418, -0.97958], [3.44380, 3.42086, -1.32431], [2.67100, 2.24848, -2.36831], [3.79608, 4.18419, 0.53880], [4.02123, 5.58611, 2.52031], [2.60533, 5.18418, 4.50546], [0.98782, 3.31448, 4.50713], [0.76076, 1.88081, 2.52678], [2.88464, -0.17013, -1.90610], [4.84682, -1.65407, -1.93815], [6.45682, -1.61808, -0.06126], [6.06622, -0.13854, 1.87442], [4.07870, 1.30723, 1.94956], [-1.00060, 5.38007, -1.09373], [-2.89291, 6.76286, -1.78741], [-4.45524, 5.95916, -3.52391], [-4.11065, 3.74533, -4.56929], [-2.23322, 2.32957, -3.86608], [0.40193, 3.30745, -4.66569], [0.91701, 1.92124, -6.62021], [1.03379, -0.53996, -6.40219], [0.67190, -1.60254, -4.20223], [0.18879, -0.22166, -2.22062], [-1.52102, 3.72737, 1.29417], [-3.29018, 3.94672, 2.03649], [-4.76915, 3.49379, 0.79953], [-4.22766, 2.56715, -0.76268], [0.00321, -6.80289, 1.11874], [-1.28609, -6.07125, 0.90209], [-1.38838, -5.02823, -0.01076], [-2.57420, -4.34085, -0.21618], [-3.70879, -4.69175, 0.50974], [-4.96493, -4.07766, 0.37314], [-5.37198, -2.99563, -0.37041], [-6.49915, -2.85534, -0.76470], [-4.38921, -2.01600, -0.63808], [-3.58162, -1.39476, 0.30049], [-3.61182, -1.65638, 1.67377], [-2.80748, -0.91178, 2.51508], [-1.97403, 0.05911, 1.98771], [-1.89190, 0.26029, 0.67303], [-2.65910, -0.44972, -0.14917], [-3.62563, -5.74855, 1.42308], [-2.43735, -6.42201, 1.61083], [0.73920, -6.54146, 0.35799], [-0.14535, -7.88181, 1.08431], [0.42993, -6.57160, 2.09933], [-0.52301, -4.75348, -0.60329], [-2.61440, -3.57268, -0.97107], [-5.75146, -4.64679, 0.65424], [-4.64788, -1.45989, -1.44051], [-4.26355, -2.41729, 2.07328], [-2.82600, -1.07908, 3.58189], [-1.38036, 0.70616, 2.62147], [-2.53459, -0.27672, -1.21317], [-4.50540, -6.04835, 1.97789], [-2.40461, -7.24178, 2.31683], [0.94360, -0.64435, 0.90351], [0.80391, -1.50431, 2.14033], [1.57802, -3.10247, 1.72794], [2.61803, -3.41820, 2.81035], [2.35787, -2.46804, 3.98415], [2.09484, -1.11399, 3.34071], [1.99513, -2.96569, 0.73016], [0.77709, -3.83878, 1.67654], [3.62167, -3.24762, 2.41886], [2.55641, -4.46139, 3.11485], [3.19323, -2.41867, 4.67973], [1.48184, -2.79722, 4.54902], [2.96374, -0.77290, 2.77367], [1.75048, -0.33305, 4.01480]], "forces_ev_per_angstrom": [[0.98, -1.40, 0.31], [-0.02, -0.22, -0.05], [-0.08, 0.01, 0.12], [0.52, 0.85, -0.07], [0.07, -0.14, -0.01], [0.01, 0.07, -0.01], [0.02, -0.02, 0.05], [-0.01, 0.02, -0.03], [-0.03, 0.03, 0.02], [-0.01, -0.14, 0.07], [-0.33, -0.22, -0.17], [-0.03, -0.06, -0.01], [-0.02, -0.01, 0.03], [-0.01, -0.05, -0.05], [-0.03, 0.01, 0.07], [0.07, 0.07, 0.02], [-0.17, 0.42, -0.24], [-0.09, -0.22, 0.19], [0.11, 0.03, -0.01], [0.00, 0.02, -0.01], [0.00, -0.01, -0.02], [-0.03, 0.00, 0.03], [-0.01, -0.07, -0.05], [-0.11, 0.18, -0.07], [0.06, 0.01, -0.02], [0.01, -0.04, 0.02], [0.00, 0.04, 0.00], [0.02, -0.06, -0.02], [0.00, -0.16, 0.15], [0.03, -0.06, -0.01], [-0.02, -0.05, 0.03], [-0.05, 0.07, 0.02], [-0.01, -0.04, 0.05], [-0.01, 0.02, -0.05], [-0.01, 0.04, -0.01], [0.02, 0.00, 0.03], [0.01, -0.01, 0.02], [-0.02, 0.06, -0.04], [0.00, 0.01, -0.02], [0.02, 0.01, -0.03], [0.02, -0.02, 0.00], [0.00, -0.01, 0.02], [0.02, 0.06, -0.03], [0.00, -0.02, 0.02], [0.01, 0.02, 0.00], [-0.02, 0.01, -0.01], [-0.01, 0.00, -0.01], [0.01, -0.01, 0.00], [-0.03, 0.03, 0.00], [0.00, 0.01, -0.02], [0.02, -0.02, -0.02], [0.00, -0.02, -0.01], [-0.01, 0.05, -0.07], [-0.41, -0.17, 0.19], [0.32, 0.53, 0.17], [-0.29, -0.45, 0.00], [0.13, 0.21, 0.00], [0.17, -0.05, 0.05], [-0.19, 0.13, -0.01], [0.14, -0.14, 0.12], [-0.23, -0.05, 0.05], [0.43, -0.21, 0.13], [-0.49, 0.24, -0.12], [0.25, -0.06, 0.29], [-0.12, -0.04, -0.15], [-0.03, -0.09, -0.13], [0.17, 0.02, 0.06], [0.03, 0.06, -0.09], [0.04, 0.05, -0.10], [-0.19, 0.14, 0.14], [-0.03, 0.39, -0.51], [-0.16, -0.25, -0.13], [0.02, 0.23, -0.12], [0.17, 0.03, -0.07], [0.00, -0.01, 0.01], [0.01, -0.01, -0.01], [-0.01, -0.02, -0.03], [0.03, -0.02, -0.02], [-0.02, 0.02, -0.02], [-0.01, 0.02, -0.09], [-0.07, 0.06, 0.08], [-0.08, -0.02, 0.02], [-0.03, 0.02, 0.03], [0.05, -0.04, 0.00], [-0.06, 0.05, 0.05], [-0.05, 0.01, 0.03], [0.02, -0.03, 0.01], [-0.10, 0.79, -0.26], [-0.22, -0.42, 0.40], [-0.08, -0.05, -0.01], [0.05, -0.02, 0.02], [-0.03, -0.02, -0.03], [0.11, -0.02, -0.15], [0.01, 0.01, 0.00], [-0.02, 0.01, -0.01], [-0.01, 0.00, 0.00], [0.02, 0.01, 0.00], [0.02, -0.01, -0.01], [0.01, 0.02, 0.04], [-0.03, 0.04, 0.04], [-0.04, 0.00, 0.03]], "lowdin_charge": [0.6663, -0.3260, -0.3360, 0.9103, -0.3666, -0.0725, -0.0449, -0.0431, -0.0604, -0.1557, -0.3423, -0.0801, -0.0513, -0.0505, -0.0565, -0.0883, 0.8517, -0.3937, -0.1292, -0.0558, -0.0527, -0.0746, -0.1303, -0.3791, -0.0813, -0.0431, -0.0451, -0.0606, -0.1160, 0.1072, 0.0892, 0.0963, 0.0885, 0.1070, 0.1187, 0.1188, 0.1172, 0.0637, 0.0989, 0.1158, 0.1171, 0.1178, 0.1102, 0.0814, 0.1193, 0.1198, 0.1192, 0.1117, 0.1186, 0.1192, 0.1181, 0.1142, 0.0770, 0.1172, 0.0486, 0.0660, 0.2056, -0.0519, -0.2845, -0.0524, -0.0256, -0.2423, 0.1364, -0.5048, 0.1231, 0.1310, -0.2170, 0.0404, -0.0231, -0.2013, -0.1114, -0.1135, -0.0110, -0.0288, 0.0775, 0.0881, 0.0785, 0.1110, 0.1035, 0.1601, 0.1565, 0.1264, 0.1241, 0.0967, 0.1168, 0.1196, 0.1229, -0.6359, 0.9795, -0.2734, -0.2029, -0.2221, -0.3080, 0.0981, 0.0703, 0.1160, 0.1169, 0.1256, 0.1202, 0.0807, 0.0950], "total_energy_ev": -129876.4868, "charge": 2}


Quick rundown of Kohn-Sham gap, same order as above: 7.439 5.416 eV
Quick rundown of energy relative to the best compared isomer or geometry (same formula, charge and spin), same order as above: 173.78 148.77 kJ/mol
Quick rundown of LUMO energy, same order as above: 0.17 -6.90 eV